This record from the Open Molecules 2025 dataset describes a 2-piece molecular cluster, C10H16 overall in a non-equilibrium geometry. The level of theory is ωB97M-V with the def2-TZVPD basis set.

Results
* LUMO: 0.98 eV
* highest occupied orbital energy: -9.1 eV
* energy above the lowest of the compared OMol25 structures with the same formula, charge and spin: 25.9 kcal per mole
* HOMO-LUMO gap: 0.370 Eh
* electronic energy: -10628.62121 eV
* SMILES string: CCc1ccccc1.CC

The geometry in XYZ format:
```
26
C10H16, DFT ωB97M-V with the def2-TZVPD basis set
C -0.1551 1.1575 1.9496
C -0.6698 -0.1951 2.3083
C -1.2906 -0.8362 1.0732
C -2.6334 -0.9151 0.8796
C -3.1321 -1.2862 -0.4204
C -2.2703 -1.4129 -1.4514
C -0.8477 -1.4726 -1.2200
C -0.4124 -1.2995 0.0594
H 0.3064 1.1941 0.9420
H 0.5123 1.7022 2.5978
H -0.8747 2.0016 1.7166
H 0.1265 -0.8092 2.7756
H -1.4254 -0.1898 3.0978
H -3.3565 -0.5018 1.5580
H -4.1935 -1.2521 -0.5202
H -2.5903 -1.7607 -2.4310
H -0.2354 -1.5068 -2.0985
H 0.6566 -1.3502 0.2787
C 3.1661 0.9900 -2.0570
C 2.5047 1.2223 -0.6940
H 3.0173 1.8322 -2.7467
H 4.2485 0.8815 -1.9166
H 2.7672 0.1090 -2.5296
H 2.9787 0.6245 0.0921
H 1.4871 0.8096 -0.7784
H 2.3159 2.2635 -0.4648
```



This record from the Open Molecules 2025 dataset describes a 6-piece molecular cluster, H14NO5 overall in a non-equilibrium geometry. The level of theory is ωB97M-V with the def2-TZVPD basis set.

Results
* LUMO (spin up / spin down): -8.09 / -15.78 eV
* highest occupied orbital energy (spin up / spin down): -18.7 / -18.7 eV
* multiplicity: 2
* energy above the lowest of the compared OMol25 structures with the same formula, charge and spin: 14.1 kcal per mole
* HOMO-LUMO gap (spin up / spin down): 0.388 / 0.106 Eh
* electronic energy: -11934.32216 eV
* charge: +2

The geometry in XYZ format:
```
20
H14NO5, DFT ωB97M-V with the def2-TZVPD basis set
N -0.4447 -0.3225 -0.0042
H -0.2805 -0.8440 0.8450
H -0.8075 0.6124 0.1159
H -1.1991 -0.7514 -0.5209
H 0.4033 -0.3972 -0.5478
O 3.1615 0.8763 0.6628
H 2.7958 1.7544 0.5563
H 2.7546 0.3608 -0.0335
O 0.2383 -1.7165 2.2625
H 0.8365 -1.0993 2.6838
H 0.7751 -2.4895 2.0876
O 1.7856 -0.0849 -1.6657
H 1.1696 0.5783 -1.9770
H 2.4244 -0.1701 -2.3735
O -1.5687 2.3596 0.4759
H -1.3940 3.2900 0.3340
H -1.8071 2.2986 1.4010
O -2.7146 -1.1695 -1.2437
H -3.4131 -0.9603 -1.8638
H -2.7154 -2.1254 -1.1947
```



This record from the Open Molecules 2025 dataset describes C27H39BN6O2S3Se3TeTl as an isolated structure. The level of theory is ωB97M-V with the def2-TZVPD basis set.

Results
* LUMO: 2.24 eV
* highest occupied orbital energy: -4.1 eV
* energy above the lowest of the compared OMol25 structures with the same formula, charge and spin: 0.0 kcal per mole
* HOMO-LUMO gap: 0.235 Eh
* electronic energy: -282878.03881 eV
* charge: -1

The geometry in XYZ format:
```
83
C27H39BN6O2S3Se3TeTl, DFT ωB97M-V with the def2-TZVPD basis set
Tl -0.4592 -0.1909 0.2356
C -3.8091 -3.4130 2.7252
C -2.5158 -3.6991 2.0367
C -2.3123 -4.8387 1.3375
C -1.0781 -5.0447 0.6659
N -0.1366 -4.1605 0.7110
N -0.3339 -2.9981 1.3709
B 0.7766 -1.9877 1.0548
N 1.4586 -1.3560 2.2693
N 1.2301 -2.0322 3.4116
C 1.5790 -1.5027 4.5377
C 2.1890 -0.2195 4.5876
C 2.4895 0.4354 3.4416
C 3.0927 1.8004 3.4315
C 2.1823 -0.2073 2.1839
S 2.6681 0.4462 0.7192
C 1.2327 -2.2634 5.8078
C 2.4980 -2.4856 6.6422
C 0.2213 -1.4277 6.6037
C 0.5988 -3.6116 5.4707
N 1.8492 -2.5474 0.1061
N 2.9564 -2.8654 0.7964
C 4.0410 -3.2060 0.1801
C 4.0857 -3.2431 -1.2369
C 2.9676 -2.9674 -1.9494
C 2.9556 -2.9965 -3.4417
C 1.7453 -2.6462 -1.2457
S 0.2951 -2.4339 -2.0474
C 5.2204 -3.5293 1.0945
C 6.4787 -3.8645 0.2972
C 5.4947 -2.3126 1.9861
C 4.8409 -4.7264 1.9723
C -1.4688 -2.7034 2.0692
S -1.6873 -1.2456 2.8716
C -0.8365 -6.2733 -0.1961
C 0.6064 -6.3110 -0.6965
C -1.7794 -6.1777 -1.4041
C -1.1363 -7.5445 0.6064
H -4.4741 -4.2737 2.6492
H -4.2864 -2.5432 2.2685
H -3.6469 -3.1582 3.7725
H -3.0954 -5.5839 1.2738
H 2.4034 0.2370 5.5463
H 3.2489 2.1512 4.4518
H 2.4251 2.4819 2.9006
H 4.0377 1.8054 2.8887
H 2.9737 -1.5433 6.9196
H 3.2270 -3.0812 6.0887
H 2.2502 -3.0173 7.5637
H 0.6279 -0.4550 6.8865
H -0.0568 -1.9524 7.5211
H -0.6793 -1.2574 6.0114
H 1.2756 -4.2340 4.8843
H -0.3121 -3.4768 4.8872
H 0.3522 -4.1361 6.3974
H 5.0070 -3.4834 -1.7501
H 3.9695 -3.1010 -3.8293
H 2.4960 -2.0892 -3.8336
H 2.3423 -3.8245 -3.8022
H 6.8010 -3.0243 -0.3212
H 6.3337 -4.7328 -0.3494
H 7.2925 -4.0994 0.9862
H 5.7925 -1.4480 1.3900
H 6.2944 -2.5405 2.6960
H 4.5984 -2.0382 2.5419
H 4.6141 -5.6047 1.3634
H 3.9592 -4.4920 2.5689
H 5.6650 -4.9782 2.6446
H 0.8395 -5.4181 -1.2759
H 0.7427 -7.1914 -1.3297
H 1.3156 -6.3615 0.1318
H -1.5526 -5.2847 -1.9891
H -2.8249 -6.1190 -1.0942
H -1.6638 -7.0582 -2.0411
H -0.5634 -7.5647 1.5356
H -0.8663 -8.4261 0.0211
H -2.1953 -7.6273 0.8570
Se -1.2070 3.3706 -0.7022
Se -0.8548 1.6425 -2.2704
Te -3.0850 0.4755 -2.5241
Se -3.0661 -0.9692 -0.5007
O -0.6001 1.7251 1.3035
O -0.0647 2.8060 0.5393
```



This record from the Open Molecules 2025 dataset describes C36H42N5O2ReS as an isolated structure in a non-equilibrium geometry. The level of theory is ωB97M-V with the def2-TZVPD basis set.

Results
* LUMO (spin up / spin down): -10.80 / -10.85 eV
* highest occupied orbital energy (spin up / spin down): -16.6 / -16.6 eV
* multiplicity: 2
* HOMO-LUMO gap (spin up / spin down): 0.212 / 0.210 Eh
* electronic energy: -62501.07108 eV
* charge: +3

The geometry in XYZ format:
```
87
C36H42N5O2ReS, DFT ωB97M-V with the def2-TZVPD basis set
Re 0.3188 -0.2919 0.2750
O -0.4844 1.6007 3.8649
C -0.5842 1.0671 2.7834
N 0.4350 0.4621 2.1200
C 1.7422 0.5161 2.7299
C 2.4761 -0.7316 2.3428
C 3.4912 -1.2855 3.1106
C 4.0795 -2.4738 2.7080
C 3.6093 -3.0902 1.5553
C 2.5999 -2.4778 0.8384
N 2.0547 -1.3147 1.2062
C -1.8543 1.0034 1.9965
C -3.0380 1.4754 2.5438
C -4.1956 1.3939 1.7853
C -4.1105 0.8644 0.5059
C -2.8810 0.4366 0.0292
N -1.7713 0.4866 0.7606
H 2.2784 1.4022 2.3549
H 1.6678 0.6403 3.8165
H 3.7972 -0.7951 4.0206
H 4.8641 -2.9229 3.2958
H 4.0068 -4.0366 1.2286
H 2.1993 -2.9496 -0.0495
H -3.0130 1.8801 3.5463
H -5.1364 1.7436 2.1797
H -4.9887 0.7717 -0.1131
H -2.7876 0.0511 -0.9729
C -3.1295 -2.4835 -1.5119
C -2.9441 -2.7295 -0.0466
C -4.0736 -3.0730 0.6925
C -4.0110 -3.2966 2.0543
C -2.7963 -3.1907 2.7128
C -1.6372 -2.8635 2.0214
C -0.3312 -2.8347 2.7428
C -1.7117 -2.6091 0.6362
N -0.5735 -2.1770 -0.0712
C -0.1278 -2.8608 -1.1053
C -0.5405 -4.2504 -1.4149
C 0.8037 -2.1552 -1.9641
C 1.3530 -2.8015 -3.1791
N 1.0604 -0.9156 -1.6092
C 1.7782 -0.0768 -2.4904
C 1.1502 0.3212 -3.6947
C -0.2634 -0.0505 -4.0048
C 1.8707 1.0688 -4.6162
C 3.1779 1.4514 -4.3638
C 3.7783 1.0902 -3.1665
C 3.1038 0.3313 -2.2207
C 3.8171 -0.0686 -0.9705
H -3.9926 -1.8375 -1.6654
H -3.3741 -3.4195 -2.0162
H -2.2624 -2.0444 -2.0015
H -5.0172 -3.1688 0.1794
H -4.9025 -3.5654 2.5980
H -2.7430 -3.3786 3.7737
H -0.4065 -3.3771 3.6792
H -0.0577 -1.8073 2.9831
H 0.4627 -3.2833 2.1507
H -1.1292 -4.6743 -0.6069
H 0.3337 -4.8772 -1.5874
H -1.1309 -4.2921 -2.3305
H 1.7762 -3.7787 -2.9551
H 2.1150 -2.1806 -3.6407
H 0.5627 -2.9700 -3.9122
H -0.8444 -0.2464 -3.1065
H -0.2834 -0.9382 -4.6372
H -0.7422 0.7392 -4.5757
H 1.4010 1.3427 -5.5472
H 3.7249 2.0310 -5.0873
H 4.7952 1.3931 -2.9698
H 4.8291 0.3263 -0.9736
H 3.8784 -1.1530 -0.8771
H 3.2929 0.3335 -0.1025
O 0.5769 1.9258 -0.3563
S -0.4953 3.0232 -0.4069
C -0.0771 4.0478 -1.8795
C 0.1474 5.4602 -1.3681
C 0.8354 5.3300 -0.0140
C 0.0155 4.3261 0.7743
H -0.9119 3.9874 -2.5715
H 0.8122 3.6163 -2.3338
H -0.8047 5.9836 -1.2591
H 0.7585 6.0221 -2.0729
H 0.8704 6.2879 0.5010
H 1.8614 4.9787 -0.1367
H -0.9222 4.7654 1.1106
H 0.5346 3.8839 1.6193
```



This record from the Open Molecules 2025 dataset describes C39H47N5O2Pd as an isolated structure. The level of theory is ωB97M-V with the def2-TZVPD basis set.

Results
* LUMO (spin up / spin down): -1.55 / -1.54 eV
* highest occupied orbital energy (spin up / spin down): -7.4 / -7.4 eV
* energy above the lowest of the compared OMol25 structures with the same formula, charge and spin: 0.0 kcal per mole
* HOMO-LUMO gap (spin up / spin down): 0.214 / 0.214 Eh
* electronic energy: -56231.17308 eV

The geometry in XYZ format:
```
94
C39H47N5O2Pd, DFT ωB97M-V with the def2-TZVPD basis set
Pd -1.8597 -1.7801 0.9546
C -2.0153 4.9343 -1.9502
C -2.4521 4.9722 -0.4791
C -1.3729 5.6831 0.3492
C -3.7404 5.7915 -0.3855
C -2.6309 3.5411 0.0343
C -1.5801 2.6760 0.0256
C -1.7238 1.3433 0.4959
N -0.7642 0.4286 0.6778
C 0.5307 0.3869 0.5323
C 1.3915 1.2857 -0.1891
C 2.7312 1.1262 -0.1675
C 3.2839 0.0424 0.6179
C 2.5686 -0.8741 1.3116
C 1.1066 -0.7528 1.2830
O 0.3490 -1.5243 1.8969
C 3.2250 -1.9962 2.1109
C 2.8116 -1.9038 3.5868
C 2.7916 -3.3522 1.5352
C 4.7513 -1.9259 2.0448
C 3.6999 2.0196 -0.9324
C 4.5021 1.1689 -1.9279
C 4.6627 2.6897 0.0585
C 2.9734 3.1151 -1.7115
C -2.9945 0.8883 1.0096
O -3.1291 -0.3003 1.4635
C -4.0987 1.8106 1.0332
C -3.8765 3.0686 0.5442
C -5.4574 1.3716 1.5754
C -6.4819 2.5070 1.5203
C -5.3166 0.9446 3.0453
C -6.0064 0.2054 0.7394
H -1.8839 5.9484 -2.3335
H -2.7633 4.4290 -2.5631
H -1.0696 4.4043 -2.0709
H -1.2334 6.7054 -0.0085
H -0.4128 5.1700 0.2809
H -1.6567 5.7230 1.4021
H -3.5549 6.7991 -0.7610
H -4.0902 5.8816 0.6443
H -4.5418 5.3567 -0.9852
H -0.6149 3.0149 -0.3200
H 0.9430 2.0562 -0.7950
H 4.3629 -0.0314 0.6380
H 1.7345 -1.9898 3.7058
H 3.1338 -0.9517 4.0128
H 3.2914 -2.7051 4.1526
H 1.7126 -3.4684 1.5905
H 3.2544 -4.1627 2.1029
H 3.1152 -3.4439 0.4947
H 5.1335 -0.9918 2.4604
H 5.1228 -2.0303 1.0230
H 5.1693 -2.7445 2.6325
H 5.0752 0.3875 -1.4271
H 5.2071 1.7973 -2.4754
H 3.8371 0.6920 -2.6503
H 5.2456 1.9593 0.6204
H 4.1139 3.3050 0.7730
H 5.3648 3.3306 -0.4783
H 2.2947 2.6971 -2.4568
H 3.7027 3.7338 -2.2363
H 2.4017 3.7670 -1.0483
H -4.7031 3.7615 0.5491
H -6.1800 3.3626 2.1283
H -7.4319 2.1415 1.9119
H -6.6577 2.8495 0.4987
H -4.9207 1.7658 3.6470
H -4.6571 0.0871 3.1484
H -6.2976 0.6770 3.4429
H -6.1426 0.5130 -0.2996
H -6.9815 -0.0939 1.1300
H -5.3523 -0.6624 0.7592
N -4.2925 -3.2699 -0.1697
C -3.3936 -2.6849 0.2552
N 4.6458 -6.3535 -5.9954
C 3.9389 -6.0547 -5.1415
C 3.0538 -5.6795 -4.0718
C 2.0536 -6.5569 -3.6592
C 1.1976 -6.1935 -2.6360
C 1.3585 -4.9616 -2.0180
C 2.3580 -4.0848 -2.4161
C 3.2018 -4.4413 -3.4525
N 0.4820 -4.5880 -0.9664
C 0.0654 -5.3805 0.0814
C -0.7318 -4.5999 0.8550
N -0.8036 -3.3508 0.2907
C -0.0738 -3.3689 -0.7970
H 1.9407 -7.5125 -4.1516
H 0.3948 -6.8507 -2.3304
H 2.4833 -3.1392 -1.9055
H 3.9840 -3.7687 -3.7754
H 0.3994 -6.3958 0.1914
H -1.2531 -4.8379 1.7644
H 0.0417 -2.5575 -1.4949
```



This record from the Open Molecules 2025 dataset describes the molecule C3H4BrN in a non-equilibrium geometry. The level of theory is ωB97M-V with the def2-TZVPD basis set.

Results
* LUMO: -0.47 eV
* highest occupied orbital energy: -9.7 eV
* energy above the lowest of the compared OMol25 structures with the same formula, charge and spin: 41.1 kcal per mole
* HOMO-LUMO gap: 0.340 Eh
* electronic energy: -74706.04465 eV
* SMILES string: C=NC(=C)Br

The geometry in XYZ format:
```
9
C3H4BrN, DFT ωB97M-V with the def2-TZVPD basis set
C -1.0036 -1.3092 0.1263
N 0.1365 -1.0901 -0.3661
C 0.7346 0.0997 -0.0145
C 0.2578 1.3083 -0.1029
Br 2.9279 0.1314 0.1579
H -1.6045 -2.2183 -0.2035
H -1.5678 -0.5529 0.6261
H 0.8539 2.1953 0.1237
H -0.7348 1.4358 -0.3469
```



This record from the Open Molecules 2025 dataset describes a 2-piece molecular cluster, H4NOP2 overall in a non-equilibrium geometry. The level of theory is ωB97M-V with the def2-TZVPD basis set.

Results
* LUMO (spin up / spin down): 3.73 / 4.35 eV
* highest occupied orbital energy (spin up / spin down): -1.9 / -2.3 eV
* energy above the lowest of the compared OMol25 structures with the same formula, charge and spin: 119.9 kcal per mole
* HOMO-LUMO gap (spin up / spin down): 0.206 / 0.243 Eh
* electronic energy: -22176.05093 eV
* charge: -1

The geometry in XYZ format:
```
8
H4NOP2, DFT ωB97M-V with the def2-TZVPD basis set
N -0.8388 0.1256 -0.9980
O -1.0899 -0.7777 -1.8084
P -1.0830 0.0683 0.6572
P 2.1821 -0.1120 -0.3902
H -0.8631 1.3644 1.1012
H -2.4616 0.2808 0.4650
H 1.8825 -1.3286 0.0748
H 2.2719 0.3793 0.8985
```



This record from the Open Molecules 2025 dataset describes a 13-piece molecular cluster, C26H51Cl24N3O4PS overall in a non-equilibrium geometry. The level of theory is ωB97M-V with the def2-TZVPD basis set.

Results
* LUMO: -2.63 eV
* highest occupied orbital energy: -11.1 eV
* HOMO-LUMO gap: 0.311 Eh
* electronic energy: -361102.30559 eV
* charge: +1

The geometry in XYZ format:
```
110
C26H51Cl24N3O4PS, DFT ωB97M-V with the def2-TZVPD basis set
C 0.4380 6.7655 -2.3304
N 1.6156 5.9371 -2.0010
C 2.7129 6.1609 -2.9598
C 1.4223 4.6115 -1.7780
O 2.2182 3.7392 -2.0772
C 0.2253 4.1608 -0.9337
P 0.8830 3.0252 0.2936
C 1.4516 1.4816 -0.4157
C 2.9938 1.3523 -0.5015
C 3.6235 0.3474 0.4749
C 2.8907 -0.9830 0.6632
C 2.5919 -1.7583 -0.6233
C 3.8266 -2.0849 -1.4886
C 3.7827 -1.3968 -2.8556
S 2.6092 -2.2707 -3.9253
C 1.8826 -0.8969 -4.6919
N 2.2681 0.3378 -4.7512
N 1.3046 1.0015 -5.5200
C 0.4520 0.1130 -5.8673
O 0.7283 -1.1176 -5.3735
C -0.4638 2.6917 1.4711
O -1.3000 1.8008 0.7386
O -2.6620 2.0377 1.0784
H 0.3950 6.9309 -3.4094
H -0.4940 6.3153 -2.0038
H 0.5239 7.7385 -1.8437
H 3.6147 5.7136 -2.5595
H 2.4761 5.7391 -3.9394
H 2.8537 7.2377 -3.0593
H -0.4634 3.5886 -1.5663
H -0.3419 4.9567 -0.4531
H 1.9216 3.6304 1.0027
H 1.0347 1.4712 -1.4268
H 0.9799 0.6673 0.1378
H 3.2482 1.1319 -1.5369
H 3.4497 2.3277 -0.3049
H 4.6226 0.1343 0.0792
H 3.7980 0.8090 1.4531
H 1.9393 -0.8162 1.1846
H 3.4894 -1.6076 1.3323
H 1.8434 -1.2393 -1.2346
H 2.1146 -2.6959 -0.3240
H 3.8783 -3.1676 -1.6412
H 4.7569 -1.8136 -0.9812
H 4.7598 -1.3594 -3.3397
H 3.4289 -0.3710 -2.7751
H -0.4226 0.2380 -6.4896
H -0.0901 2.2378 2.3934
H -0.9959 3.6212 1.6899
H -2.9309 2.7766 0.5051
C -5.3928 2.7546 2.4380
Cl -5.1566 4.1660 1.3712
Cl -7.0235 2.6912 3.0896
H -5.2151 1.8580 1.8600
H -4.6918 2.8310 3.2590
C -6.1194 -1.0833 4.1887
Cl -4.7016 -0.0551 3.8930
Cl -5.6891 -2.6585 4.8596
H -6.7584 -0.5903 4.9108
H -6.6333 -1.2313 3.2468
C -3.7834 -6.0100 6.5796
Cl -3.5937 -6.8177 8.1371
Cl -5.4695 -5.5855 6.2502
H -3.2045 -5.0945 6.5963
H -3.4381 -6.6759 5.7987
C -8.7272 -5.9253 4.6231
Cl -10.0200 -4.7265 4.7890
Cl -9.3309 -7.5822 4.6199
H -8.2139 -5.7434 3.6869
H -8.0574 -5.8046 5.4637
C -8.9261 -1.4476 7.3634
Cl -8.6043 0.0157 6.4027
Cl -10.5776 -1.4867 7.9686
H -8.7683 -2.3085 6.7242
H -8.2435 -1.4501 8.2041
C 2.2391 -1.9036 -8.1183
Cl 1.6593 -2.5119 -9.6706
Cl 3.7984 -2.5662 -7.6158
H 2.3426 -0.8268 -8.1952
H 1.5104 -2.1762 -7.3668
C -3.4997 -4.3577 11.1647
Cl -1.8627 -3.7074 11.3192
Cl -4.7367 -3.1033 11.3201
H -3.5940 -4.8106 10.1864
H -3.6534 -5.0898 11.9477
C 5.8160 3.5715 -1.3733
Cl 5.5755 3.2269 0.3421
Cl 6.0787 5.2954 -1.6835
H 6.6881 3.0313 -1.7210
H 4.9241 3.2710 -1.9122
C -1.9708 -3.2389 -5.9214
Cl -1.9924 -4.9690 -5.5822
Cl -1.0999 -2.8561 -7.4157
H -2.9923 -2.8947 -6.0290
H -1.4704 -2.7365 -5.1017
C -1.6697 -0.7888 -1.1356
Cl -1.8827 -2.4397 -0.5648
Cl -0.7616 -0.7156 -2.6599
H -2.6448 -0.3442 -1.2958
H -1.1131 -0.2332 -0.3948
C 5.8167 -5.2429 -5.7940
Cl 5.9627 -4.1921 -4.3741
Cl 7.0240 -6.5288 -5.7986
H 4.8320 -5.6932 -5.7817
H 5.9566 -4.6361 -6.6799
C 9.2129 5.8871 0.3161
Cl 9.1849 6.1116 2.0675
Cl 9.5345 4.2082 -0.1410
H 8.2439 6.1635 -0.0786
H 9.9990 6.5062 -0.0980
```



- Number 4 is which compound?
  C36H42N5O2ReS